Below is a molecular structure, C27H57N4O8TlV in a non-equilibrium geometry, with properties calculated with ωB97M-V/def2-TZVPD.

```
! wB97M-V def2-TZVPD RIJCOSX def2/J DEFGRID3
* xyz 3 1
Tl 2.24 1.69 4.35
O 3.83 1.67 -2.21
V 3.05 2.79 -1.35
O 1.91 3.33 -2.31
N 1.14 0.71 0.48
O 2.04 1.02 -0.38
O 1.33 0.96 1.69
O 0.19 0.02 0.13
C -3.49 2.35 -0.92
C -2.56 3.39 -0.32
C -1.59 3.77 -1.44
C -0.80 5.04 -1.11
C -1.70 6.19 -0.74
C -2.85 5.92 0.24
N -3.38 4.59 0.00
O -4.45 4.26 0.80
C -2.35 6.03 1.70
C -3.95 6.95 -0.05
C -1.87 2.83 0.93
H -4.16 1.90 -0.17
H -2.92 1.51 -1.32
H -4.20 2.74 -1.65
H -0.83 2.99 -1.54
H -2.06 3.91 -2.42
H -0.04 5.39 -1.80
H -0.24 4.79 -0.20
H -2.06 6.71 -1.64
H -1.07 6.96 -0.27
H -2.52 7.02 2.13
H -2.96 5.38 2.33
H -1.29 5.83 1.86
H -3.50 7.94 -0.06
H -4.30 6.78 -1.07
H -4.74 6.99 0.70
H -1.16 3.54 1.36
H -1.32 1.90 0.74
H -2.55 2.59 1.74
H -5.22 4.40 0.22
C 1.50 -2.10 -2.18
C 0.61 -2.12 -3.43
C 0.57 -3.49 -4.12
C -0.40 -4.52 -3.52
C -1.78 -3.89 -3.21
C -1.71 -2.63 -2.36
N -0.75 -1.74 -3.00
O -0.83 -0.45 -2.62
C -3.10 -1.91 -2.42
C -1.40 -3.06 -0.92
C 1.16 -1.12 -4.48
H 1.98 -1.13 -2.02
H 2.32 -2.83 -2.18
H 0.95 -2.37 -1.29
H 0.38 -3.32 -5.18
H 1.59 -3.89 -4.07
H -0.07 -4.91 -2.55
H -0.40 -5.35 -4.21
H -2.39 -4.66 -2.75
H -2.30 -3.80 -4.17
H -3.89 -2.54 -2.02
H -3.09 -0.96 -1.90
H -3.40 -1.79 -3.46
H -0.49 -3.65 -0.79
H -1.28 -2.26 -0.18
H -2.20 -3.70 -0.56
H 2.20 -1.28 -4.75
H 1.05 -0.12 -4.05
H 0.54 -1.18 -5.37
H -0.67 -0.45 -1.64
C 4.64 -3.01 3.31
C 3.67 -2.03 2.62
C 3.28 -2.51 1.21
C 2.22 -3.62 1.24
C 1.01 -3.08 1.99
C 1.31 -2.62 3.42
N 2.46 -1.71 3.39
O 2.74 -1.17 4.67
C 0.06 -1.83 3.84
C 1.55 -3.85 4.30
C 4.45 -0.73 2.37
H 4.63 -2.86 4.38
H 5.63 -2.99 2.86
H 4.32 -4.04 3.12
H 3.00 -1.73 0.50
H 4.21 -2.90 0.78
H 2.70 -4.48 1.71
H 1.91 -3.85 0.22
H 0.30 -3.91 2.01
H 0.54 -2.30 1.38
H -0.82 -2.47 3.90
H 0.28 -1.29 4.77
H -0.19 -0.98 3.19
H 2.37 -4.46 3.94
H 1.87 -3.59 5.32
H 0.68 -4.50 4.41
H 5.22 -0.87 1.61
H 4.96 -0.35 3.26
H 3.84 0.12 2.02
H 2.85 -1.94 5.26
*
```

Energy above the lowest of the compared OMol25 structures with the same formula, charge and spin ... 25.1 kcal per mole
Gap between HOMO and LUMO ... 1.911 eV
E_LUMO ... -13.33 eV



Below is 3 unconnected molecules or ions with the total composition CH8NO2 in a non-equilibrium geometry, with properties calculated with ωB97M-V/def2-TZVPD.

```
! wB97M-V def2-TZVPD RIJCOSX def2/J DEFGRID3
* xyz 1 1
C 0.30 0.77 0.91
N 0.01 1.06 -0.29
H 1.01 1.40 1.43
H -0.23 0.11 1.56
H -0.78 0.67 -0.83
H 0.32 1.97 -0.60
H -1.49 -1.14 -2.53
H -2.55 -0.07 -2.31
O -1.73 -0.41 -1.94
H 1.51 -1.87 0.88
H 1.86 -1.39 2.32
O 1.78 -1.10 1.41
*
```

Energy above the lowest of the compared OMol25 structures with the same formula, charge and spin ... 14.0 kcal per mole
Gap between HOMO and LUMO ... 11.582 eV
E_LUMO ... -4.49 eV



Below is a gas-phase ion, C27H50NO7P2 (charge +1), with properties calculated with ωB97M-V/def2-TZVPD.

```
! wB97M-V def2-TZVPD RIJCOSX def2/J DEFGRID3
* xyz 1 1
C -3.90 -3.45 2.18
C -4.53 -2.93 0.88
C -3.93 -1.63 0.36
C -2.45 -1.68 -0.14
C -1.89 -3.09 -0.37
C -2.18 -0.61 -1.22
N -2.21 -1.05 -2.71
P -3.38 -2.29 -3.28
O -4.60 -2.24 -2.52
O -3.48 -1.79 -4.77
O -2.60 -3.65 -3.37
C -0.82 -1.23 -3.30
C -0.10 0.11 -3.30
C -0.55 1.08 -2.19
C 0.53 2.15 -2.06
C -0.94 0.31 -0.90
C 0.31 -0.49 -0.44
C 0.55 -0.72 1.06
P 2.28 -1.11 1.39
O 2.58 -2.53 1.14
O 2.62 -0.56 2.84
C 1.91 -1.08 3.99
C 2.31 -2.50 4.35
O 3.03 -0.06 0.48
C 4.46 -0.22 0.27
C 4.72 -0.82 -1.09
C -1.51 1.27 0.17
C -0.61 2.28 0.90
C -1.01 2.34 2.38
O -0.77 3.54 0.28
C 0.08 4.57 0.76
C 1.55 4.30 0.54
C 2.31 3.63 1.49
C 3.64 3.34 1.25
C 4.23 3.72 0.06
C 3.49 4.40 -0.88
C 2.16 4.69 -0.64
H -4.66 -3.74 2.90
H -3.23 -4.28 2.02
H -3.31 -2.66 2.66
H -4.54 -3.70 0.11
H -5.59 -2.71 1.07
H -4.57 -1.21 -0.41
H -3.95 -0.92 1.19
H -1.88 -1.29 0.70
H -1.01 -3.11 -1.01
H -2.63 -3.78 -0.78
H -1.56 -3.52 0.58
H -3.03 0.07 -1.17
H -2.57 -0.23 -3.21
H -3.00 -2.33 -5.42
H -1.71 -3.72 -2.99
H -0.31 -2.00 -2.73
H -0.95 -1.59 -4.32
H 0.96 -0.09 -3.19
H -0.24 0.59 -4.26
H -1.46 1.59 -2.54
H 1.18 2.16 -2.94
H 0.10 3.14 -1.96
H 1.18 1.99 -1.20
H 0.28 -1.49 -0.87
H 1.20 -0.04 -0.87
H 0.03 -1.62 1.41
H 0.23 0.10 1.70
H 2.16 -0.39 4.79
H 0.84 -1.00 3.82
H 2.26 -2.62 5.43
H 1.66 -3.24 3.90
H 3.33 -2.70 4.02
H 4.89 0.77 0.37
H 4.88 -0.85 1.06
H 4.57 -0.10 -1.89
H 4.09 -1.69 -1.25
H 5.76 -1.16 -1.14
H -2.03 0.68 0.93
H -2.29 1.87 -0.32
H 0.44 1.96 0.83
H -0.39 3.03 2.95
H -2.04 2.69 2.45
H -0.94 1.36 2.84
H -0.21 5.47 0.21
H -0.11 4.77 1.82
H 1.85 3.34 2.42
H 4.22 2.81 2.00
H 5.27 3.50 -0.11
H 3.95 4.72 -1.81
H 1.57 5.22 -1.38
*
```

Structure (SMILES) ... CCC[C@@H](C)[C@@H]1[N@H+](P(=O)(O)O)CC[C@H](C)[C@@]1(CCP(=O)(OCC)OCC)C[C@H](C)OCc1ccccc1
Gap between HOMO and LUMO ... 8.765 eV
E_LUMO ... -2.76 eV



Below is 2 unconnected molecules or ions with the total composition C2H2BrNS2 in a non-equilibrium geometry, with properties calculated with ωB97M-V/def2-TZVPD.

```
! wB97M-V def2-TZVPD RIJCOSX def2/J DEFGRID3
* xyz 0 1
C 0.24 -0.30 -0.11
C -0.53 0.82 -0.07
N 1.27 -0.56 -0.84
S -0.21 2.18 -0.97
S 2.46 -0.39 -1.81
Br -1.70 -1.33 2.64
H -0.06 -1.11 0.59
H -1.46 0.70 0.56
*
```

Energy above the lowest of the compared OMol25 structures with the same formula, charge and spin ... 57.3 kcal per mole
Gap between HOMO and LUMO (spin up / spin down) ... 4.717 / 7.409 eV
E_LUMO (spin up / spin down) ... -4.05 / -1.68 eV



Below is 3 unconnected molecules or ions with the total composition C24H49F6N4O7 in a non-equilibrium geometry, with properties calculated with ωB97M-V/def2-TZVPD.

```
! wB97M-V def2-TZVPD RIJCOSX def2/J DEFGRID3
* xyz 1 1
C -1.11 -0.70 1.16
C -1.12 -0.77 -0.37
C -2.49 -1.14 -0.97
N -3.42 -0.04 -1.25
N -3.99 0.55 -0.11
C -3.44 1.65 0.46
N -2.34 2.24 0.03
N -4.06 2.16 1.58
C -4.92 1.18 2.30
O -5.60 1.84 3.32
C -5.96 0.47 1.41
C -6.15 -0.96 1.95
C -4.91 -1.88 2.04
C -5.07 -3.27 1.42
F -4.63 -2.04 3.42
C -5.51 0.65 -0.06
C -6.17 -0.22 -1.13
F -5.79 0.22 -2.36
F -5.80 -1.52 -1.00
C -7.75 -0.15 -1.13
F -8.27 -1.15 -0.44
F -8.20 -0.20 -2.36
F -8.16 1.00 -0.57
H -1.47 -1.63 1.60
H -1.68 0.14 1.56
H -0.08 -0.56 1.51
H -0.40 -1.54 -0.68
H -0.74 0.16 -0.81
H -3.00 -1.81 -0.28
H -2.36 -1.69 -1.91
H -3.11 0.63 -1.94
H -1.82 2.82 0.68
H -1.93 2.07 -0.87
H -4.54 3.03 1.35
H -4.23 0.44 2.71
H -4.97 2.27 3.91
H -6.90 1.00 1.55
H -6.51 -0.83 2.98
H -6.94 -1.49 1.43
H -4.02 -1.39 1.65
H -4.85 -4.02 2.18
H -4.41 -3.41 0.56
H -6.09 -3.45 1.07
H -5.77 1.68 -0.36
C 2.69 5.22 3.73
O 3.12 3.88 3.63
C 2.19 2.91 4.08
C 2.08 1.74 3.13
O 1.47 2.02 1.88
C 2.19 2.79 0.92
C 3.39 2.09 0.31
O 4.46 1.97 1.23
C 5.14 0.73 1.18
H 2.80 5.60 4.74
H 3.31 5.81 3.06
H 1.64 5.33 3.42
H 1.20 3.37 4.22
H 2.52 2.52 5.05
H 1.40 1.02 3.61
H 3.04 1.24 3.01
H 2.47 3.77 1.32
H 1.48 2.94 0.11
H 3.72 2.70 -0.54
H 3.09 1.11 -0.07
H 4.44 -0.10 1.04
H 5.64 0.60 2.14
H 5.88 0.72 0.38
C 7.94 -3.57 -3.15
O 6.54 -3.58 -3.34
C 5.78 -3.78 -2.16
C 4.61 -2.83 -2.07
O 4.95 -1.47 -1.84
C 5.54 -0.72 -2.88
C 4.64 -0.40 -4.05
O 4.36 -1.54 -4.84
C 3.04 -1.64 -5.31
H 8.34 -4.58 -3.07
H 8.38 -3.08 -4.01
H 8.22 -3.01 -2.25
H 6.40 -3.68 -1.27
H 5.37 -4.80 -2.18
H 4.05 -3.12 -1.18
H 3.94 -2.94 -2.93
H 6.48 -1.17 -3.22
H 5.79 0.24 -2.41
H 5.15 0.35 -4.67
H 3.71 0.05 -3.68
H 2.32 -1.34 -4.53
H 2.86 -2.68 -5.56
H 2.88 -1.02 -6.20
*
```

Gap between HOMO and LUMO ... 7.529 eV
E_LUMO ... -3.15 eV